Entry 1
Computed, not measured: 2 unconnected molecules or ions with the total composition C3H6O, with ωB97M-V with the def2-TZVPD basis set.

Kohn-Sham gap: 9.824 eV
SMILES: C1=CC1.O
net charge: 0
molecular weight: 58.08 g mol⁻¹
LUMO level: 1.05 eV

Each line ends with the natural charge from an NBO analysis.
Element x y z (Å)
O1 1.88040 -0.08698 0.09120  -0.901
C1 -0.06189 -0.11627 -0.75412  -0.049
C2 -0.54995 0.93666 -0.14558  -0.383
C3 -0.97633 -0.40541 0.37178  -0.443
H1 1.77562 -0.80537 0.72488  0.473
H2 0.28202 -0.56134 -1.67102  0.229
H3 -0.97745 1.87028 -0.44676  0.227
H4 1.29167 0.62545 0.42440  0.493
H5 -1.93626 -0.80162 0.04792  0.180
H6 -0.64857 -0.79224 1.34561  0.174

Entry 2
Computed, not measured: a single C3H6O molecule, with ωB97M-V with the def2-TZVPD basis set.

Kohn-Sham gap: 9.853 eV
SMILES: C=COC
net charge: 0
molecular weight: 58.08 g mol⁻¹
LUMO level: 1.09 eV

Each line ends with the natural charge from an NBO analysis.
Element x y z (Å)
C1 -0.17446 -0.29645 1.74001  -0.246
C2 -0.27416 -0.03005 -0.66133  0.152
C3 0.21529 0.17790 -1.89039  -0.524
H1 -0.37781 0.53044 2.40581  0.192
H2 -1.13492 -0.78299 1.58912  0.174
H3 0.53242 -1.05181 2.16744  0.192
H4 -1.26633 -0.43075 -0.43631  0.157
H5 -0.36217 -0.08538 -2.81661  0.215
H6 1.16357 0.68478 -2.06398  0.210
O1 0.35565 0.25342 0.50310  -0.522

Entry 3
Computed, not measured: a single C3H6O molecule, with ωB97M-V with the def2-TZVPD basis set.

Kohn-Sham gap: 9.738 eV
SMILES: C=C(C)O
net charge: 0
molecular weight: 58.08 g mol⁻¹
LUMO level: 0.90 eV

Each line ends with the natural charge from an NBO analysis.
Element x y z (Å)
C1 0.43100 0.96646 0.95653  -0.507
C2 0.06545 0.09865 0.03224  0.310
O1 0.98623 -0.26895 -0.92313  -0.682
C3 -1.25343 -0.60666 -0.02978  -0.673
H1 -0.20260 1.28576 1.78234  0.203
H2 1.41692 1.42516 0.95626  0.210
H3 0.53328 -0.64203 -1.68338  0.472
H4 -2.07509 0.08056 0.19650  0.231
H5 -1.44936 -0.95773 -1.03789  0.203
H6 -1.29156 -1.45093 0.65998  0.233

Entry 4
Computed, not measured: a single C3H6O molecule, with ωB97M-V with the def2-TZVPD basis set.

Kohn-Sham gap: 9.732 eV
SMILES: C=C(C)O
net charge: 0
molecular weight: 58.08 g mol⁻¹
LUMO level: 0.89 eV

Each line ends with the natural charge from an NBO analysis.
Element x y z (Å)
C1 0.25803 0.24083 1.43336  -0.467
C2 -0.27082 0.05130 0.22034  0.293
O1 -1.19329 0.96560 -0.04291  -0.697
C3 0.34411 -0.53303 -1.07243  -0.686
H1 1.25531 -0.19267 1.90545  0.198
H2 -0.22547 0.86017 2.12400  0.201
H3 -1.93365 0.68102 -0.60205  0.476
H4 -0.19213 -1.36950 -1.41855  0.225
H5 0.62063 0.32820 -1.65188  0.235
H6 1.33729 -1.03191 -0.89532  0.222

It is entry 3 that is the most stable of them.

Entry 1
Computed, not measured: a single C3H6O molecule, with ωB97M-V with the def2-TZVPD basis set.

Kohn-Sham gap: 10.385 eV
SMILES: C=CCO
net charge: 0
molecular weight: 58.08 g mol⁻¹
LUMO level: 0.91 eV

Each line ends with the natural charge from an NBO analysis.
Element x y z (Å)
C1 0.77243 0.51695 0.02732  -0.093
C2 -0.74016 0.52741 0.01777  -0.224
C3 -1.28027 -0.68376 0.02691  -0.401
H1 2.13319 -0.82333 0.00874  0.477
H2 1.02483 1.06382 0.96729  0.162
H3 1.17099 1.11832 -0.83804  0.161
H4 -1.23958 1.52632 -0.16678  0.214
H5 -2.38704 -0.89135 -0.05555  0.194
H6 -0.66008 -1.57923 0.03025  0.224
O1 1.20568 -0.77515 -0.01791  -0.714

Entry 2
Computed, not measured: a single C3H6O molecule, with ωB97M-V with the def2-TZVPD basis set.

Kohn-Sham gap: 10.151 eV
SMILES: C=COC
net charge: 0
molecular weight: 58.08 g mol⁻¹
LUMO level: 1.11 eV

Each line ends with the natural charge from an NBO analysis.
Element x y z (Å)
C1 1.69430 0.07948 0.09864  -0.271
C2 -0.60922 0.36682 -0.04171  0.125
C3 -1.85152 -0.08024 0.06190  -0.499
H1 2.26269 0.46858 -0.94270  0.188
H2 1.60285 1.01784 0.91014  0.179
H3 2.29864 -0.70193 0.70569  0.206
H4 -0.34868 1.53684 -0.28600  0.176
H5 -2.74757 0.58462 0.14339  0.219
H6 -2.02500 -1.20400 0.23022  0.214
O1 0.44447 -0.48730 -0.18422  -0.536

Entry 3
Computed, not measured: a single C3H6O molecule, with ωB97M-V with the def2-TZVPD basis set.

Kohn-Sham gap: 9.536 eV
SMILES: C=C(C)O
net charge: 0
molecular weight: 58.08 g mol⁻¹
LUMO level: 0.96 eV

Each line ends with the natural charge from an NBO analysis.
Element x y z (Å)
C1 0.40404 -1.31538 -0.29202  -0.586
C2 0.00848 -0.07018 -0.04177  0.354
O1 -1.23943 0.37274 -0.34377  -0.673
C3 0.89634 0.92950 0.61356  -0.675
H1 1.18339 -1.79245 0.28938  0.206
H2 0.03516 -1.95870 -1.06531  0.202
H3 -1.76362 -0.39300 -0.59982  0.483
H4 1.88999 0.50531 0.72690  0.227
H5 0.91664 1.95295 0.26069  0.239
H6 0.60044 0.97547 1.67658  0.221

It is entry 3 that is the most stable of them.

Entry 1
Computed, not measured: a single C3H6O molecule, with ωB97M-V with the def2-TZVPD basis set.

Kohn-Sham gap: 11.385 eV
SMILES: C[C@H]1CO1
net charge: 0
molecular weight: 58.08 g mol⁻¹
LUMO level: 1.20 eV

Each line ends with the natural charge from an NBO analysis.
Element x y z (Å)
C1 0.67975 -0.27171 1.01859  -0.629
C2 -0.32632 -0.40677 -0.01893  0.057
C3 -0.52072 0.62102 -1.08210  -0.123
H1 1.47196 0.46001 0.72078  0.216
H2 1.12922 -1.23501 1.21200  0.221
H3 0.09807 0.11596 1.92152  0.214
H4 -1.25646 -0.84126 0.30812  0.173
H5 0.12635 1.49288 -1.19003  0.183
H6 -1.52776 0.70737 -1.56721  0.181
O1 0.12590 -0.64250 -1.32276  -0.492

Entry 2
Computed, not measured: 2 unconnected molecules or ions with the total composition C3H6O, with ωB97M-V with the def2-TZVPD basis set.

Kohn-Sham gap: 10.900 eV
SMILES: C#C.CO
net charge: 0
molecular weight: 58.08 g mol⁻¹
LUMO level: 0.95 eV

Each line ends with the natural charge from an NBO analysis.
Element x y z (Å)
C1 -1.99160 -0.07795 0.60668  -0.214
C2 -2.03400 0.98689 1.12959  -0.256
C3 1.53305 -0.63923 -0.50666  -0.247
H1 -2.09526 -0.95622 -0.03069  0.236
H2 -2.40538 1.87168 1.62363  0.234
H3 1.01372 1.27013 -0.80051  0.467
H4 1.03333 -1.64161 -0.49948  0.176
H5 2.21545 -0.49126 -1.33404  0.162
H6 2.18169 -0.70044 0.34472  0.158
O1 0.54900 0.37800 -0.53325  -0.716

Entry 3
Computed, not measured: 2 unconnected molecules or ions with the total composition C3H6O, with ωB97M-V with the def2-TZVPD basis set.

Kohn-Sham gap (alpha / beta): 9.151 / 8.637 eV
net charge: 0
molecular weight: 58.08 g mol⁻¹
LUMO level (alpha / beta): 0.27 / 0.16 eV

Each line ends with the natural charge from an NBO analysis.
Element x y z (Å)
C1 1.61979 -0.09161 0.65482  -0.166
C2 0.92123 -0.08042 -0.58953  0.094
C3 -2.28990 0.01738 -0.21554  -0.485
O1 1.96904 -0.92663 -0.48629  -0.443
H1 2.33876 0.63112 0.81453  0.172
H2 1.24343 -0.50140 1.50949  0.181
H3 0.87213 0.79382 -1.30562  0.165
H4 -1.53176 -0.74182 -0.39849  0.174
H5 -3.23536 -0.16224 0.08940  0.152
H6 -1.90735 1.06180 -0.07277  0.155

It is entry 1 that is the most stable of them.

Entry 1
Computed, not measured: 2 unconnected molecules or ions with the total composition BrClFNO, with ωB97M-V with the def2-TZVPD basis set.

Kohn-Sham gap (alpha / beta): 8.619 / 6.891 eV
net charge: 0
molecular weight: 164.36 g mol⁻¹
LUMO level (alpha / beta): -2.80 / -3.72 eV

Each line ends with the natural charge from an NBO analysis.
Element x y z (Å)
N1 0.89222 -0.62724 -0.51506  0.443
O1 0.32317 0.33677 -0.08934  -0.228
F1 0.55634 -1.85312 0.03290  -0.224
Cl1 0.18074 0.69332 1.76241  0.019
Br1 -1.95247 1.45029 -1.19091  -0.010

Entry 2
Computed, not measured: a single BrClFNO molecule, with ωB97M-V with the def2-TZVPD basis set.

Kohn-Sham gap: 8.306 eV
SMILES: FN(Br)OCl
net charge: 0
molecular weight: 164.36 g mol⁻¹
LUMO level: -2.48 eV

Each line ends with the natural charge from an NBO analysis.
Element x y z (Å)
N1 -0.34507 0.20824 0.06480  0.207
O1 0.72622 -0.48488 0.31441  -0.319
F1 -0.55157 0.18925 -1.34778  -0.270
Cl1 0.24410 -2.16168 0.63270  0.245
Br1 -0.07369 2.24907 0.33588  0.137

It is entry 2 that is the most stable of them.

Entry 1
Computed, not measured: a gas-phase ion, C6H11N (charge -1), with ωB97M-V with the def2-TZVPD basis set.

Kohn-Sham gap (alpha / beta): 4.200 / 6.527 eV
net charge: -1
molecular weight: 97.16 g mol⁻¹
LUMO level (alpha / beta): 4.01 / 3.99 eV
<S²>: 0.77
2S+1: 2

Each line ends with the Mulliken spin population.
Element x y z (Å)
C1 -0.28614 0.69714 -2.81705  -0.002
C2 -1.49516 0.17734 -2.03792  0.033
C3 -1.34126 0.31205 -0.51781  -0.076
C4 -0.10661 -0.36328 -0.01014  0.376
C5 0.51290 -0.02196 1.18342  0.005
N1 1.14604 -0.87757 1.98812  0.084
C6 1.89550 -0.37534 2.98279  0.565
H1 -0.54833 0.62669 -3.86986  0.001
H2 -0.00444 1.68630 -2.46015  0.003
H3 0.58906 0.07063 -2.65216  -0.008
H4 -2.39806 0.67419 -2.41756  -0.008
H5 -1.65352 -0.88675 -2.25004  0.006
H6 -1.27965 1.39051 -0.28758  0.013
H7 -2.26523 -0.03069 -0.02756  0.023
H8 0.26233 -1.25644 -0.50304  0.020
H9 0.26252 0.98022 1.58018  -0.058
H10 1.98308 0.70965 3.10784  0.023
H11 2.41279 -1.04195 3.66561  -0.001

Entry 2
Computed, not measured: a gas-phase ion, C6H11N (charge -1), with ωB97M-V with the def2-TZVPD basis set.

Kohn-Sham gap (alpha / beta): 4.280 / 6.677 eV
net charge: -1
molecular weight: 97.16 g mol⁻¹
LUMO level (alpha / beta): 4.25 / 4.21 eV
<S²>: 0.77
2S+1: 2

Each line ends with the Mulliken spin population.
Element x y z (Å)
C1 -0.01424 -1.64710 0.02872  -0.031
C2 -0.13698 -0.41152 -0.86338  -0.010
C3 0.17305 0.93674 -0.19228  -0.023
C4 1.17820 1.69890 -0.79093  0.411
C5 -2.02764 1.06217 0.84273  0.581
C6 -0.65137 1.35016 0.91978  0.069
N1 1.36497 -2.32514 -0.00974  0.000
H1 -0.65868 -2.46892 -0.27802  -0.006
H2 -0.24868 -1.43344 1.07354  0.022
H3 0.38032 -0.74041 -1.76351  0.025
H4 -1.19383 -0.35842 -1.09583  -0.004
H5 1.40680 1.31922 -1.78396  0.003
H6 1.62979 2.47006 -0.17792  -0.035
H7 -2.55975 0.69774 1.71710  -0.016
H8 -2.42563 1.32550 -0.13680  -0.016
H9 -0.27974 1.60834 1.91682  0.020
H10 1.99074 -1.54654 0.11793  0.010
H11 1.32585 -2.93804 0.79229  -0.001

Entry 3
Computed, not measured: a gas-phase ion, C6H11N (charge -1), with ωB97M-V with the def2-TZVPD basis set.

Kohn-Sham gap (alpha / beta): 3.279 / 6.060 eV
net charge: -1
molecular weight: 97.16 g mol⁻¹
LUMO level (alpha / beta): 4.13 / 3.95 eV
<S²>: 0.76
2S+1: 2

Each line ends with the Mulliken spin population.
Element x y z (Å)
C1 2.33842 0.50153 0.00235  0.167
N1 1.08359 0.47706 -0.70007  0.130
C2 -0.00723 -0.18917 -0.15927  0.011
C3 -1.34788 0.04875 -0.63381  0.360
C4 -1.86941 1.10926 -1.52037  -0.062
C5 -0.56653 -1.28959 2.13318  0.375
C6 0.13181 -1.05661 1.02539  0.166
H1 3.06814 0.91883 -0.64878  -0.057
H2 2.69729 -0.49133 0.28168  0.004
H3 2.47849 1.16109 0.90063  -0.041
H4 0.95142 1.24633 -1.33342  -0.075
H5 -2.13842 -0.56506 -0.11848  0.029
H6 -1.47020 0.98818 -2.59015  0.033
H7 -1.49542 2.11164 -1.28975  -0.015
H8 -3.03529 1.04466 -1.57092  -0.021
H9 -0.33960 -2.18964 2.77694  -0.013
H10 -1.44405 -0.71513 2.42926  0.001
H11 1.06749 -1.59398 0.97865  0.008

It is entry 1 that is the most stable of them.

Entry 1
Computed, not measured: 2 unconnected molecules or ions with the total composition CH4NO2, with ωB97M-V with the def2-TZVPD basis set.

Kohn-Sham gap: 9.295 eV
net charge: +1
molecular weight: 62.05 g mol⁻¹
LUMO level: -8.24 eV

Each line ends with the natural charge from an NBO analysis.
Element x y z (Å)
C1 0.27410 -0.62697 0.69608  -0.517
N1 -0.23698 0.19736 -0.31631  -0.012
O1 -0.00929 1.29690 -2.11363  -0.080
O2 0.41687 0.43259 -1.33965  0.253
H1 -0.36774 -0.36582 1.53241  0.270
H2 -0.03225 -1.69374 0.59351  0.295
H3 1.28292 -0.37027 1.07947  0.293
H4 -1.32762 1.12995 -0.13188  0.499

Entry 2
Computed, not measured: a gas-phase ion, CH4NO2 (charge +1), with ωB97M-V with the def2-TZVPD basis set.

Kohn-Sham gap (alpha / beta): 9.476 / 10.221 eV
net charge: +1
molecular weight: 62.05 g mol⁻¹
LUMO level (alpha / beta): -8.43 / -7.59 eV

Each line ends with the natural charge from an NBO analysis.
Element x y z (Å)
C1 -0.17182 0.28242 -0.04935  -0.497
N1 1.06674 -0.23074 0.34838  -0.016
O1 3.26026 -0.05051 0.02633  0.017
O2 2.12977 0.19795 -0.34987  0.170
H1 -0.81823 -0.56814 -0.37344  0.292
H2 -0.56133 0.87142 0.88139  0.292
H3 0.10483 1.07394 -0.86410  0.284
H4 1.22132 -0.76774 1.28960  0.459

It is entry 2 that is the most stable of them.